1.
C4H9NO2 | ωB97M-V with the def2-TZVPD basis set

Its total charge is 0. As for the SMILES: C[C@@H](C=O)NCO. The relative energy (zero: lowest compared OMol25 entry of this formula, charge and spin) comes out at 43.2 kcal/mol. As for the LUMO energy: 0.82 eV. The calculation puts the HOMO energy at -0.3534 Eh. For the HOMO-LUMO gap, the calculation gives 10.44 eV.

Last column: Mulliken charge in e.
Element x y z (Å)
C 0.1937 -0.4763 -1.8803  -1.393
C 0.1809 0.1861 -0.4977  0.822
C -0.2557 1.6340 -0.6051  -0.166
O 0.4321 2.4834 -1.1024  -0.472
N -0.7237 -0.5338 0.3900  -0.469
C -0.4333 -0.4294 1.7934  -0.460
O 0.9108 -0.7737 2.1740  -0.547
H 0.1899 0.2094 -2.7259  0.354
H 1.1087 -1.0458 -1.9570  0.312
H -0.6285 -1.1727 -2.0363  0.364
H 1.1927 0.2093 -0.0925  0.050
H -1.2545 1.8486 -0.1706  0.359
H -0.7222 -1.5072 0.1158  0.264
H -0.6671 0.5680 2.1673  0.298
H -1.0085 -1.1936 2.2903  0.363
H 1.4849 -0.0064 2.1370  0.321

---

2.
C14H9N4O5S | ωB97M-V with the def2-TZVPD basis set

Its total charge is -1. As for the LUMO energy: 0.40 eV. The calculation puts the HOMO energy at -0.1103 Eh. For the HOMO-LUMO gap, the calculation gives 3.40 eV.

Last column: Mulliken charge in e.
Element x y z (Å)
N 0.3695 4.1641 3.6816  -0.529
C -0.2785 3.4001 3.0935  0.001
C -1.0765 2.4985 2.3959  0.025
C -1.6822 2.8442 1.2109  -0.471
C -2.5262 1.9544 0.5211  -0.052
N -3.1694 2.3777 -0.7058  0.952
O -2.6811 3.3196 -1.3414  -0.597
O -4.1891 1.7796 -1.0707  -0.562
C -2.7655 0.6891 1.0033  -0.462
C -2.1492 0.3250 2.1909  0.320
N -2.1324 -0.8015 2.9935  0.870
O -2.7659 -1.8439 2.6952  -0.696
O -1.3805 -0.6525 4.1017  -0.126
N -0.8999 0.5777 4.0300  -0.704
C -1.3255 1.1869 2.9032  0.605
H -1.5225 3.8263 0.7962  0.568
H -3.4301 0.0118 0.4878  0.635
C 4.7664 -1.8757 -1.4959  -0.816
O 3.9171 -1.0107 -2.2106  -0.418
C 2.5760 -1.2663 -2.0586  0.656
C 1.6713 -0.4781 -2.8065  -0.396
C 0.3227 -0.6664 -2.7151  -0.586
C -0.2057 -1.6480 -1.8570  -0.104
S -1.8479 -1.8488 -1.7051  -0.448
C 0.6867 -2.4488 -1.1202  -0.964
C 2.0365 -2.2614 -1.2114  -0.082
H 5.7997 -1.6196 -1.7360  0.226
H 4.6070 -1.7516 -0.4238  0.326
H 4.5765 -2.9074 -1.7957  0.339
H 2.0768 0.2808 -3.4512  0.389
H -0.3560 -0.0691 -3.3020  0.389
H 0.2842 -3.2166 -0.4795  0.390
H 2.6940 -2.8696 -0.6183  0.323

---

3.
CH4IOP | ωB97M-V with the def2-TZVPD basis set

Its total charge is 0. The relative energy (zero: lowest compared OMol25 entry of this formula, charge and spin) comes out at 81.0 kcal/mol. As for the LUMO energy (alpha / beta): -0.72 / 0.12 eV. The calculation puts the HOMO energy (alpha / beta) at -0.2854 / -0.2910 Eh. For the HOMO-LUMO gap (alpha / beta), the calculation gives 7.05 / 8.04 eV.

Last column: Mulliken charge in e.
Element x y z (Å)
C 0.8871 -1.1414 -0.1204  -0.233
O 0.9429 0.1107 0.0126  -0.149
P 0.2449 1.5143 0.3700  -0.036
I -3.3139 -0.0642 0.0252  -0.088
H -0.0802 -1.6915 -0.2619  0.180
H 1.8362 -1.5749 -0.1362  0.326
H 1.4031 2.1071 0.1012  0.010
H -1.9989 0.7466 -0.3255  -0.011

---

Listing DFT total energy for the structures above in their given order: -9878.1889 -41689.7516 -20535.1642 eV.